This record from the OMol25 dataset describes a cluster of 3 separate species, C24H36N2O9 in total in a non-equilibrium geometry. The level of theory is ωB97M-V/def2-TZVPD.

Summary:
Electronic energy in eV: -46864.562
Gap between HOMO and LUMO in eV: 6.905
Structure (SMILES): CCCOc1cc(CCCC(=O)O)cc2nc(C)cnc12.CCOC(=O)OC.CCOC(=O)OC
Total charge: 0
Multiplicity: 1

Element x y z (Å)
C -1.251 0.037 0.281
C -2.164 -1.018 1.142
C -2.292 -2.521 0.468
O -1.142 -2.927 -0.348
C -0.001 -3.390 0.452
C -0.112 -4.388 1.784
C 1.217 -4.917 2.626
C 1.054 -5.902 3.968
C 1.462 -4.914 5.255
C 0.600 -3.514 5.277
C 1.497 -2.148 5.128
O 0.831 -0.964 5.147
O 2.957 -2.068 4.963
C 2.672 -4.421 2.058
C 2.883 -3.416 0.737
N 4.313 -3.110 0.382
C 4.287 -2.206 -0.817
C 5.778 -1.689 -1.372
C 2.994 -1.671 -1.645
N 1.598 -2.060 -1.257
C 1.533 -2.929 -0.030
H -0.334 0.333 0.965
H -1.891 1.033 0.142
H -0.944 -0.347 -0.781
H -1.870 -1.050 2.299
H -3.273 -0.576 1.134
H -2.618 -3.281 1.295
H -3.218 -2.449 -0.282
H -1.178 -4.730 2.135
H -0.088 -6.240 4.036
H 1.778 -6.842 3.891
H 1.393 -5.538 6.254
H 2.614 -4.656 5.094
H -0.273 -3.463 4.490
H 0.072 -3.470 6.345
H 3.265 -1.094 4.957
H 3.630 -4.835 2.639
H 6.536 -2.601 -1.336
H 6.175 -0.859 -0.622
H 5.701 -1.242 -2.464
H 3.157 -0.979 -2.593
C 2.585 5.215 -3.124
C 1.760 4.748 -4.312
O 1.734 3.317 -4.387
C 0.898 2.695 -3.520
O 0.178 3.245 -2.699
O 1.025 1.358 -3.695
C 0.269 0.581 -2.770
H 3.585 4.771 -3.153
H 2.678 6.304 -3.122
H 2.128 4.906 -2.178
H 2.222 5.108 -5.238
H 0.740 5.154 -4.281
H -0.784 0.880 -2.764
H 0.703 0.670 -1.769
H 0.327 -0.466 -3.080
C -3.540 4.233 -3.596
C -2.934 3.765 -2.284
O -3.427 4.542 -1.186
C -4.676 4.234 -0.758
O -5.397 3.362 -1.220
O -4.999 5.081 0.248
C -6.334 4.928 0.725
H -3.382 5.308 -3.730
H -3.094 3.700 -4.440
H -4.622 4.066 -3.616
H -1.848 3.909 -2.314
H -3.112 2.695 -2.114
H -6.543 3.890 1.001
H -7.041 5.277 -0.035
H -6.450 5.550 1.616

Results of the Löwdin charge analysis, in e, for atoms 1 through 4: atom 1 (C): -0.12, atom 2 (C): -0.21, atom 3 (C): -0.21, atom 4 (O): -0.16

This record from the OMol25 dataset describes an isolated molecule of C24H36N6O4. The level of theory is ωB97M-V/def2-TZVPD.

Summary:
ΔE to the lowest compared entry with this formula, charge and spin in kcal per mole: 3.6
Electronic energy in eV: -42605.176
Gap between HOMO and LUMO in eV: 8.047
Structure (SMILES): CC(C)CN(C(=O)CN1CCN(c2ccc(O)cc2)CC1)c1c(N)n(CC(C)C)c(=O)[nH]c1=O
Total charge: 0
Multiplicity: 1

Element x y z (Å)
C -1.240 5.075 2.574
C -0.553 3.921 1.846
C 0.595 4.456 0.994
C -0.073 2.892 2.881
N 0.117 1.552 2.345
C -0.758 0.579 2.703
O -1.804 0.822 3.274
C -0.364 -0.844 2.317
N -0.698 -1.109 0.923
C -2.139 -1.242 0.748
C -2.450 -1.431 -0.739
N -1.780 -2.584 -1.298
C -2.386 -3.844 -1.250
C -1.836 -4.893 -1.995
C -2.421 -6.139 -2.027
C -3.597 -6.381 -1.324
O -4.148 -7.628 -1.382
C -4.166 -5.347 -0.599
C -3.569 -4.099 -0.558
C -0.356 -2.488 -1.068
C -0.036 -2.303 0.421
C 1.337 1.274 1.673
C 1.355 1.085 0.310
N 0.221 1.245 -0.427
N 2.528 0.809 -0.346
C 2.584 0.701 -1.795
C 2.420 2.053 -2.506
C 3.507 3.025 -2.056
C 2.486 1.828 -4.014
C 3.737 0.687 0.332
O 4.768 0.401 -0.231
N 3.671 0.904 1.676
C 2.545 1.206 2.450
O 2.654 1.370 3.646
H -1.580 5.825 1.864
H -2.100 4.717 3.134
H -0.548 5.548 3.268
H -1.287 3.436 1.194
H 1.069 3.663 0.424
H 0.227 5.204 0.295
H 1.346 4.923 1.628
H -0.828 2.794 3.664
H 0.866 3.217 3.334
H -0.896 -1.527 2.999
H 0.710 -0.975 2.457
H -2.624 -0.340 1.127
H -2.523 -2.102 1.321
H -3.523 -1.511 -0.903
H -2.091 -0.553 -1.290
H -0.943 -4.727 -2.577
H -1.986 -6.940 -2.603
H -4.954 -7.650 -0.853
H -5.084 -5.514 -0.049
H -4.046 -3.332 0.031
H 0.149 -3.382 -1.430
H 0.021 -1.626 -1.631
H 1.044 -2.184 0.551
H -0.356 -3.206 0.968
H 0.154 0.747 -1.299
H -0.621 1.222 0.129
H 1.836 -0.018 -2.143
H 3.574 0.297 -2.023
H 1.444 2.481 -2.253
H 3.416 3.246 -0.995
H 3.425 3.960 -2.604
H 4.492 2.602 -2.233
H 1.710 1.139 -4.342
H 3.453 1.416 -4.293
H 2.351 2.769 -4.541
H 4.549 0.825 2.178

Results of the Löwdin charge analysis, in e, for atoms 1 through 4: atom 1 (C): -0.08, atom 2 (C): -0.40, atom 3 (C): -0.07, atom 4 (C): -0.11

This record from the OMol25 dataset describes a cluster of 6 separate species, C24H36O18 in total in a non-equilibrium geometry. The level of theory is ωB97M-V/def2-TZVPD.

Summary:
ΔE to the lowest compared entry with this formula, charge and spin in kcal per mole: 127.2
Electronic energy in eV: -62323.810
Gap between HOMO and LUMO in eV: 9.996
Structure (SMILES): C[C@H]1COC(=O)O1.C[C@H]1COC(=O)O1.C[C@H]1COC(=O)O1.C[C@H]1COC(=O)O1.C[C@H]1COC(=O)O1.C[C@H]1COC(=O)O1
Total charge: 0
Multiplicity: 1

Element x y z (Å)
C -5.252 -0.293 -5.052
C -3.954 -1.051 -4.948
C -2.897 -0.305 -4.108
O -2.602 -1.192 -3.060
C -3.589 -2.136 -2.980
O -3.589 -3.015 -2.137
O -4.438 -2.086 -4.047
H -5.085 0.691 -5.490
H -5.725 -0.166 -4.078
H -6.035 -0.744 -5.662
H -3.656 -1.591 -5.847
H -3.176 0.707 -3.815
H -1.964 -0.270 -4.670
C 0.241 1.344 0.879
C -0.623 0.038 0.898
C -1.503 -0.229 -0.351
O -1.470 -1.564 -0.310
C -0.407 -2.015 0.399
O -0.011 -3.149 0.393
O 0.284 -0.962 0.739
H -0.289 2.295 0.806
H 1.044 1.400 0.144
H 0.694 1.397 1.868
H -1.214 0.027 1.813
H -1.088 -0.023 -1.338
H -2.497 0.157 -0.126
C 4.598 2.447 -1.104
C 5.769 1.700 -1.709
C 6.888 2.602 -2.067
O 7.990 1.720 -1.705
C 7.582 0.848 -0.846
O 8.350 0.067 -0.345
O 6.274 0.832 -0.675
H 3.827 1.751 -0.773
H 4.196 3.148 -1.837
H 4.997 2.939 -0.217
H 5.485 1.029 -2.520
H 6.838 3.482 -1.427
H 6.940 2.953 -3.098
C -1.641 -5.966 1.870
C -1.603 -5.129 3.109
C -2.667 -5.421 4.195
O -2.006 -5.868 5.300
C -0.728 -5.937 5.065
O 0.206 -6.154 5.856
O -0.429 -5.424 3.867
H -1.220 -6.949 2.080
H -1.087 -5.320 1.188
H -2.589 -6.210 1.390
H -1.609 -4.122 2.694
H -3.082 -6.328 3.756
H -3.362 -4.648 4.522
C 1.116 1.129 4.775
C 0.068 2.280 4.566
C -1.342 1.735 4.451
O -1.982 2.271 5.661
C -1.057 2.896 6.409
O -1.241 3.575 7.445
O 0.133 2.878 5.782
H 0.961 0.476 3.916
H 1.052 0.511 5.670
H 2.173 1.397 4.756
H 0.260 2.896 3.688
H -1.462 0.657 4.342
H -1.898 2.163 3.618
C -1.245 2.814 -3.234
C 0.175 2.011 -3.269
C 1.267 2.697 -4.152
O 1.782 3.611 -3.189
C 1.395 3.349 -1.933
O 1.693 3.920 -0.898
O 0.680 2.225 -2.017
H -1.061 3.877 -3.390
H -1.880 2.700 -2.356
H -1.762 2.481 -4.134
H 0.127 0.951 -3.521
H 0.900 3.220 -5.035
H 2.029 1.973 -4.441

Results of the Löwdin charge analysis, in e, for atoms 1 through 4: atom 1 (C): -0.04, atom 2 (C): -0.26, atom 3 (C): -0.11, atom 4 (O): 0.04

This record from the OMol25 dataset describes a cluster of 6 separate species, C24H36O18 in total in a non-equilibrium geometry. The level of theory is ωB97M-V/def2-TZVPD.

Summary:
ΔE to the lowest compared entry with this formula, charge and spin in kcal per mole: 22.5
Electronic energy in eV: -62328.354
Gap between HOMO and LUMO in eV: 10.226
Structure (SMILES): C[C@H]1COC(=O)O1.C[C@H]1COC(=O)O1.C[C@H]1COC(=O)O1.C[C@H]1COC(=O)O1.C[C@H]1COC(=O)O1.C[C@H]1COC(=O)O1
Total charge: 0
Multiplicity: 1

Element x y z (Å)
C -9.417 -25.695 -8.688
C -9.521 -25.442 -7.208
C -8.785 -24.193 -6.703
O -9.758 -23.546 -5.860
C -10.986 -24.100 -6.069
O -11.988 -23.682 -5.597
O -10.873 -25.203 -6.832
H -8.419 -26.048 -8.954
H -9.586 -24.780 -9.258
H -10.120 -26.473 -8.977
H -9.144 -26.318 -6.673
H -8.485 -23.491 -7.482
H -7.948 -24.416 -6.047
C -11.149 -18.278 -9.675
C -9.747 -18.064 -10.211
C -9.633 -18.134 -11.754
O -9.022 -16.870 -12.087
C -8.754 -16.149 -10.947
O -8.059 -15.197 -10.940
O -9.334 -16.737 -9.890
H -11.804 -17.415 -9.720
H -11.099 -18.656 -8.652
H -11.604 -19.084 -10.262
H -9.006 -18.736 -9.779
H -10.610 -18.222 -12.219
H -8.894 -18.874 -12.049
C 0.860 -17.765 -7.855
C -0.247 -18.022 -6.860
C -1.554 -17.265 -7.135
O -2.542 -18.283 -7.249
C -1.965 -19.497 -7.249
O -2.534 -20.518 -7.453
O -0.643 -19.400 -6.970
H 0.445 -17.824 -8.865
H 1.608 -18.553 -7.782
H 1.341 -16.798 -7.729
H 0.097 -17.831 -5.842
H -1.511 -16.712 -8.082
H -1.831 -16.497 -6.414
C -5.604 -18.495 -7.335
C -7.059 -18.703 -7.677
C -7.614 -19.974 -7.030
O -8.896 -19.547 -6.527
C -9.005 -18.211 -6.617
O -9.928 -17.597 -6.187
O -7.889 -17.664 -7.160
H -4.905 -19.235 -7.718
H -5.541 -18.492 -6.241
H -5.199 -17.536 -7.658
H -7.192 -18.760 -8.761
H -7.013 -20.324 -6.191
H -7.826 -20.800 -7.705
C -12.318 -14.615 -5.648
C -11.434 -13.722 -6.469
C -9.958 -14.046 -6.454
O -9.510 -13.518 -7.700
C -10.572 -13.424 -8.535
O -10.509 -13.141 -9.683
O -11.726 -13.710 -7.871
H -13.348 -14.250 -5.665
H -12.073 -14.493 -4.588
H -12.258 -15.668 -5.914
H -11.580 -12.694 -6.110
H -9.764 -15.123 -6.395
H -9.412 -13.619 -5.614
C -12.097 -20.266 -5.164
C -12.024 -19.966 -3.684
C -10.607 -19.603 -3.220
O -10.791 -18.433 -2.438
C -12.020 -17.925 -2.650
O -12.405 -16.872 -2.258
O -12.773 -18.781 -3.378
H -13.096 -20.525 -5.492
H -11.394 -21.081 -5.367
H -11.639 -19.433 -5.703
H -12.436 -20.801 -3.113
H -9.971 -19.369 -4.073
H -10.194 -20.411 -2.622

Results of the Löwdin charge analysis, in e, for atoms 1 through 4: atom 1 (C): -0.03, atom 2 (C): -0.32, atom 3 (C): -0.08, atom 4 (O): 0.04

This record from the OMol25 dataset describes a cluster of 6 separate species, C24H36O18 in total in a non-equilibrium geometry. The level of theory is ωB97M-V/def2-TZVPD.

Summary:
ΔE to the lowest compared entry with this formula, charge and spin in kcal per mole: 35.7
Electronic energy in eV: -62327.779
Gap between HOMO and LUMO in eV: 10.747
Structure (SMILES): C[C@H]1COC(=O)O1.C[C@H]1COC(=O)O1.C[C@H]1COC(=O)O1.C[C@H]1COC(=O)O1.C[C@H]1COC(=O)O1.C[C@H]1COC(=O)O1
Total charge: 0
Multiplicity: 1

Element x y z (Å)
C 1.875 1.869 -5.523
C 3.289 2.400 -5.582
C 3.973 2.295 -6.963
O 4.588 3.583 -7.051
C 4.058 4.429 -6.191
O 4.272 5.601 -6.171
O 3.186 3.808 -5.371
H 1.767 0.810 -5.779
H 1.216 2.353 -6.249
H 1.370 2.003 -4.567
H 3.912 1.853 -4.871
H 3.299 2.118 -7.800
H 4.715 1.501 -6.926
C -2.067 4.002 2.129
C -0.721 3.328 1.877
C -0.615 1.826 1.551
O 0.062 1.796 0.304
C 0.370 3.039 -0.116
O 1.052 3.239 -1.065
O -0.191 3.951 0.682
H -2.703 3.903 1.243
H -1.983 5.074 2.282
H -2.608 3.476 2.918
H 0.003 3.627 2.636
H -1.562 1.319 1.335
H -0.219 1.273 2.402
C -4.276 0.871 2.334
C -4.667 -0.429 1.653
C -5.777 -0.241 0.591
O -5.020 -0.205 -0.624
C -3.765 -0.670 -0.441
O -2.963 -0.812 -1.291
O -3.560 -0.882 0.880
H -4.026 1.610 1.572
H -3.420 0.678 2.981
H -5.095 1.246 2.948
H -4.956 -1.172 2.394
H -6.214 0.748 0.696
H -6.470 -1.076 0.561
C -1.135 -3.540 2.113
C -2.354 -4.136 2.770
C -1.985 -5.031 3.970
O -2.831 -4.596 5.034
C -3.582 -3.547 4.589
O -4.539 -3.137 5.175
O -3.084 -3.073 3.455
H -0.528 -2.997 2.839
H -1.348 -2.782 1.357
H -0.557 -4.316 1.610
H -3.104 -4.555 2.097
H -0.945 -4.850 4.239
H -2.319 -6.049 3.755
C 2.826 -1.693 1.647
C 3.408 -0.763 2.730
C 4.592 0.129 2.327
O 4.125 1.465 2.454
C 2.868 1.465 2.918
O 2.224 2.436 3.145
O 2.387 0.208 2.992
H 1.785 -1.915 1.855
H 3.416 -2.600 1.500
H 2.997 -1.178 0.696
H 3.670 -1.421 3.560
H 4.952 -0.034 1.314
H 5.363 -0.048 3.077
C -0.110 -1.361 -0.869
C 0.597 -1.596 -2.179
C 1.367 -0.395 -2.654
O 2.448 -1.008 -3.350
C 2.656 -2.250 -2.815
O 3.470 -3.034 -3.198
O 1.717 -2.488 -1.908
H -0.917 -2.073 -0.707
H -0.636 -0.408 -0.878
H 0.536 -1.347 0.007
H -0.039 -2.046 -2.942
H 1.710 0.197 -1.800
H 0.769 0.225 -3.317

Results of the Löwdin charge analysis, in e, for atoms 1 through 4: atom 1 (C): -0.03, atom 2 (C): -0.30, atom 3 (C): -0.07, atom 4 (O): 0.08

This record from the OMol25 dataset describes a structure of composition C24H36O18Ti in a non-equilibrium geometry. The level of theory is ωB97M-V/def2-TZVPD.

Summary:
ΔE to the lowest compared entry with this formula, charge and spin in kcal per mole: 70.3
Electronic energy in eV: -85435.357
<S²>: 3.755
Gap between HOMO and LUMO (alpha / beta) in eV: 3.865 / 11.314
Total charge: +1
Multiplicity: 4

Element x y z (Å)
Ti -4.231 -7.300 12.470
C -6.732 -13.567 12.101
C -7.194 -12.107 12.428
C -7.426 -11.714 13.861
O -6.722 -10.521 14.007
C -6.018 -10.233 12.917
O -5.334 -9.230 12.718
O -6.106 -11.280 12.038
H -5.748 -13.778 12.518
H -6.550 -13.736 11.039
H -7.406 -14.368 12.407
H -8.071 -11.870 11.826
H -7.071 -12.497 14.531
H -8.503 -11.630 14.010
C -7.442 -7.923 6.986
C -6.135 -7.222 7.422
C -6.242 -5.698 7.455
O -5.682 -5.303 8.696
C -5.494 -6.313 9.441
O -4.897 -6.334 10.532
O -5.915 -7.437 8.841
H -7.419 -8.993 7.191
H -7.633 -8.020 5.917
H -8.376 -7.580 7.431
H -5.328 -7.500 6.745
H -7.266 -5.372 7.270
H -5.632 -5.316 6.636
C -2.692 -1.774 16.206
C -3.306 -2.122 14.843
C -2.417 -1.982 13.673
O -2.579 -3.154 12.906
C -3.266 -4.016 13.594
O -3.494 -5.126 13.146
O -3.646 -3.499 14.801
H -2.136 -2.581 16.683
H -3.618 -1.666 16.770
H -2.208 -0.799 16.264
H -4.207 -1.555 14.612
H -1.384 -1.713 13.892
H -2.840 -1.235 13.001
C -9.467 -7.403 16.800
C -8.509 -8.053 15.735
C -9.087 -7.996 14.324
O -8.237 -7.298 13.549
C -7.179 -6.941 14.202
O -6.203 -6.355 13.701
O -7.355 -7.299 15.464
H -10.058 -6.588 16.383
H -8.962 -6.916 17.634
H -10.193 -8.159 17.100
H -8.187 -9.032 16.090
H -10.042 -7.478 14.233
H -9.154 -8.990 13.882
C -3.582 -13.023 9.484
C -3.397 -11.563 9.047
C -4.706 -10.759 8.935
O -4.423 -9.636 9.569
C -3.388 -9.768 10.397
O -2.971 -8.823 11.070
O -2.834 -10.995 10.168
H -4.331 -13.055 10.275
H -2.646 -13.494 9.785
H -3.932 -13.609 8.635
H -2.853 -11.443 8.111
H -5.596 -11.272 9.298
H -5.003 -10.519 7.914
C -3.436 -5.451 18.441
C -2.614 -5.736 17.166
C -1.594 -6.827 17.306
O -1.813 -7.726 16.272
C -2.865 -7.407 15.621
O -3.278 -7.862 14.548
O -3.500 -6.383 16.222
H -2.754 -5.284 19.275
H -4.140 -6.250 18.674
H -4.011 -4.544 18.258
H -2.274 -4.793 16.738
H -1.670 -7.368 18.249
H -0.584 -6.433 17.192

Results of the Löwdin charge analysis, in e, for atoms 1 through 4: atom 1 (Ti): 0.77, atom 2 (C): -0.01, atom 3 (C): -0.30, atom 4 (C): -0.11